[1]
36
Properties=species:S:1:pos:R:3:forces:R:3:lowdin_spin:R:1 method="wB97M-V/def2-TZVPD" homo_lumo_gap_ev="7.87 / 5.44" de_lowest_kcal_mol=68.48 multiplicity=3 fmax_ha_per_bohr=0.048
H -1.717 -2.042 1.995 0.136 -0.100 0.225 0.006
H -4.553 -0.808 -1.629 -0.021 0.006 -0.065 0.001
N -1.379 -0.076 -1.550 -1.043 -0.310 0.823 0.011
H 1.944 -1.474 -3.251 -0.002 -0.045 0.205 0.000
C -2.504 -0.272 -2.263 0.256 -0.015 0.565 0.006
N 0.397 1.586 -1.248 0.158 0.862 1.033 0.001
C -2.963 -0.563 -0.101 0.904 0.303 -1.436 0.007
B 0.037 0.311 -2.054 -0.104 -0.170 1.917 0.000
N 1.101 -1.033 -0.144 0.594 -0.900 -1.226 0.021
C 0.756 2.787 -1.730 -0.087 -0.181 0.640 0.001
H -0.672 -1.490 3.380 -0.223 -0.375 -0.052 0.010
C 2.014 -2.011 0.003 -0.629 0.853 -1.644 0.002
C 0.983 3.637 -0.662 0.007 -0.062 0.329 0.003
H -3.442 -0.777 0.836 0.139 0.099 0.211 0.001
H -2.490 -0.171 -3.341 -0.025 -0.036 0.175 0.001
C -0.721 -1.752 2.326 -0.369 0.329 -0.025 0.075
H 0.030 -2.493 2.051 -0.081 0.130 -0.039 0.006
H 0.819 3.204 1.519 -0.050 -0.187 0.349 0.000
C 1.864 -1.550 -2.174 -0.200 0.079 0.421 -0.001
N 1.002 -0.765 -1.503 0.626 -0.732 1.017 0.000
H 1.282 4.665 -0.709 0.069 0.167 -0.006 0.000
C -3.529 -0.587 -1.388 -0.103 -0.044 0.296 0.005
C 0.744 2.882 0.502 -0.254 -0.735 -1.906 0.004
O 1.492 0.268 2.607 0.478 -0.028 -0.399 0.395
H -1.256 0.684 2.296 0.760 -0.705 -0.490 0.044
H 3.268 -3.101 -1.472 0.020 0.001 -0.048 0.000
H 0.823 2.957 -2.795 0.000 -0.049 0.147 0.000
C 2.520 -2.357 -1.264 0.135 -0.177 0.304 0.001
H 0.101 0.310 4.062 -0.049 0.090 -0.034 0.000
N -1.657 -0.246 -0.196 -1.318 -0.309 -1.956 0.133
Pd -0.149 -0.038 1.315 0.550 0.385 1.058 1.085
H 0.099 0.453 -3.235 0.003 0.014 0.006 0.000
C 1.185 0.313 3.867 -0.372 0.226 2.435 -0.001
N 0.386 1.631 0.143 0.229 1.622 -1.400 0.036
H 2.262 -2.437 0.953 -0.009 0.115 0.343 0.000
O 1.923 0.355 4.851 -0.126 -0.120 -1.774 0.148

[2]
30
Properties=species:S:1:pos:R:3:forces:R:3:mulliken_charge:R:1 method="wB97M-V/def2-TZVPD" homo_lumo_gap_ev=9.66 smiles="CCCCNNC(=O)c1ccc(Br)cc1" de_lowest_kcal_mol=27.51 fmax_ha_per_bohr=0.010
C 1.321 -0.016 2.360 0.382 -0.102 0.028 -0.452
H 2.042 2.638 2.023 -0.063 0.099 -0.079 0.289
C -3.447 0.697 -1.696 -0.180 0.032 -0.084 -0.709
H -1.995 0.592 -0.146 0.043 0.037 0.097 0.405
O 0.841 -1.333 -2.047 0.069 -0.090 -0.150 -0.674
H 0.510 0.624 2.004 -0.084 0.001 0.002 0.092
H 3.479 2.630 3.046 0.079 0.110 -0.016 0.360
H 0.888 -0.785 3.004 -0.072 -0.027 -0.022 0.329
C 2.300 0.828 3.176 -0.198 0.116 -0.164 -0.493
C -2.942 -0.516 -3.722 -0.113 0.059 0.002 -0.470
H 2.885 -1.229 1.508 0.027 0.003 -0.014 0.339
C -3.781 0.299 -2.980 -0.162 0.091 -0.030 0.126
H 3.457 1.690 1.558 0.075 0.045 -0.127 0.328
C 2.853 2.018 2.400 0.017 -0.159 0.190 -1.150
C -0.105 -1.063 -1.329 0.063 0.051 0.173 0.216
Br -5.421 0.896 -3.741 0.204 -0.071 0.089 -0.184
C -1.756 -0.943 -3.158 0.113 -0.001 0.177 -0.403
H 3.126 0.196 3.510 -0.001 -0.037 0.100 0.318
N -0.043 -1.207 0.016 0.157 0.072 0.470 0.147
N 1.095 -1.752 0.641 0.073 -0.275 -0.335 -0.833
H -4.107 1.346 -1.141 -0.039 0.043 0.019 0.426
H 1.594 -2.265 -0.089 -0.265 0.123 0.140 0.301
C 1.982 -0.715 1.174 -0.293 0.279 0.102 -0.412
H 2.257 0.015 0.402 0.034 -0.080 0.027 0.311
H -3.212 -0.808 -4.725 -0.026 -0.017 -0.058 0.425
H -1.075 -1.568 -3.716 0.066 -0.040 -0.041 0.436
H -0.860 -1.144 0.602 0.051 -0.153 -0.224 0.311
C -2.261 0.257 -1.138 0.131 -0.160 -0.098 -0.252
H 1.784 1.194 4.066 0.065 -0.052 0.055 0.308
C -1.411 -0.575 -1.860 -0.153 0.104 -0.230 0.566

[3]
34
Properties=species:S:1:pos:R:3:forces:R:3:lowdin_spin:R:1 method="wB97M-V/def2-TZVPD" homo_lumo_gap_ev="3.57 / 6.27" de_lowest_kcal_mol=10.45 multiplicity=10 charge=-2 fmax_ha_per_bohr=0.091
C 0.593 -4.376 -0.224 1.174 -1.313 1.812 0.123
H 0.654 -5.110 -3.097 -0.019 0.134 -0.151 0.016
Ir 0.439 -0.740 -0.993 -1.409 -2.142 -0.769 1.585
H -0.214 -4.694 0.489 0.722 -0.041 -0.107 0.024
C -1.345 -1.862 -0.547 -0.621 3.401 1.292 0.610
O 1.953 1.931 -0.451 -0.894 0.246 0.720 0.180
H 1.361 -3.784 0.340 -0.530 -0.619 -0.258 0.022
H -2.287 -1.451 -0.973 0.543 -0.394 -0.001 0.052
C 1.333 3.954 1.442 0.096 1.317 0.728 0.064
C -0.708 -0.275 -2.560 -0.073 0.929 -1.438 0.099
C -0.355 2.358 2.194 -1.889 0.174 1.785 0.154
H 1.063 -5.280 -0.692 -0.213 0.543 0.579 0.020
H 2.155 4.170 0.749 -0.414 -0.159 0.284 0.005
H -0.113 0.488 -3.094 -0.442 -0.299 -0.102 0.005
C 0.685 2.709 1.369 1.677 -1.646 -2.743 0.188
H -1.639 0.182 -2.181 0.373 -0.204 -0.093 0.015
C 0.910 4.870 2.399 1.197 -0.859 -1.649 0.082
S -1.024 0.757 1.756 4.172 2.030 -0.379 0.038
Cl 2.455 -0.044 -1.891 0.533 -1.433 -0.791 0.177
C -0.768 3.277 3.161 0.149 -0.528 -0.515 0.019
C 1.032 1.703 0.358 1.253 3.552 1.165 0.144
C 0.170 -4.147 -3.326 -0.013 -0.462 -1.368 0.102
H 0.880 -3.527 -3.903 -0.165 -0.145 0.201 0.015
H -1.567 3.023 3.826 -0.424 -0.041 0.358 -0.004
N 0.243 0.572 0.416 -2.303 -0.252 2.607 0.261
H -1.572 -2.204 0.456 0.198 -0.299 0.322 0.044
H -0.689 -4.352 -3.983 0.168 -0.105 -0.200 0.028
C -0.138 4.522 3.258 -0.893 0.023 0.982 0.172
O -0.773 -0.184 2.820 -0.503 -0.493 -0.359 0.021
H -0.439 5.250 4.005 -0.204 -0.206 0.086 0.016
Mn -0.421 -3.352 -1.567 0.052 -0.379 -1.700 4.652
O -2.323 0.898 1.198 -1.303 -0.580 -0.550 0.026
H 1.406 5.831 2.471 -0.042 0.074 0.063 0.004
H -0.960 -1.113 -3.228 0.047 0.174 0.191 0.043

[4]
34
Properties=species:S:1:pos:R:3:forces:R:3:lowdin_spin:R:1 method="wB97M-V/def2-TZVPD" homo_lumo_gap_ev="5.72 / 6.33" multiplicity=6 charge=-1 fmax_ha_per_bohr=0.041
H -0.470 -5.395 -1.629 -0.303 0.007 0.207 0.000
H -1.581 -6.124 -0.405 0.020 0.194 -0.192 0.000
S 2.269 2.731 -1.530 -0.087 -1.254 1.548 0.006
S 0.974 0.190 1.602 0.193 0.763 -0.453 0.043
H -0.075 -4.038 2.984 -0.206 -0.086 -0.020 0.000
H 1.142 5.539 -1.338 -0.127 0.029 0.095 0.000
O 1.720 2.630 -2.850 0.034 0.227 0.138 0.001
H -0.406 0.055 -1.851 0.019 -0.091 -0.420 0.017
C -1.829 -2.147 0.182 1.788 -0.967 0.491 0.020
C -0.704 4.528 1.394 0.744 0.191 -0.926 0.000
C 0.791 2.796 0.635 -1.081 1.080 -0.118 0.002
H -1.246 -5.322 2.499 0.038 0.291 0.094 0.000
H -1.927 -1.496 1.066 -0.255 -0.089 -0.271 -0.001
C 1.299 1.446 0.453 0.797 -1.477 -0.628 0.027
C -0.994 -4.253 2.417 -0.051 0.003 0.099 0.001
H -1.483 4.886 2.048 -0.096 0.025 0.121 0.000
H 1.249 -0.498 -2.461 -0.885 0.035 -0.860 0.025
H -0.589 6.377 0.291 -0.145 0.403 -0.060 0.000
H -1.984 -1.673 -0.781 -0.371 0.089 -0.042 0.000
H -0.608 2.549 2.274 0.152 0.055 -0.137 0.001
O 3.630 3.222 -1.378 -1.020 -0.723 -0.063 0.003
C 1.222 3.617 -0.397 -0.460 0.806 0.155 0.005
N 1.951 1.222 -0.684 0.766 1.301 0.714 0.037
H -0.187 -1.700 -2.415 -0.115 0.204 -0.564 0.018
C -0.214 3.229 1.524 0.626 0.121 -0.380 0.003
H -2.151 -4.761 -1.455 0.183 -0.349 -0.006 0.001
C -0.206 5.382 0.381 0.624 -1.330 0.073 0.003
C -1.292 -5.193 -0.917 -0.016 0.141 -0.219 0.001
Mn 1.273 -1.213 -0.388 -0.120 0.229 0.940 4.581
C 0.772 4.917 -0.529 -0.626 0.281 0.533 0.000
Ti -0.725 -3.694 0.432 -0.177 0.817 -0.135 0.039
Cl 1.940 -3.395 0.076 -0.582 -0.646 0.301 0.095
H -1.821 -3.626 2.790 0.239 -0.284 0.074 0.001
C 0.261 -0.786 -2.040 0.502 0.008 -0.086 0.073

[5]
38
Properties=species:S:1:pos:R:3:forces:R:3:lowdin_spin:R:1 method="wB97M-V/def2-TZVPD" homo_lumo_gap_ev="7.17 / 4.91" de_lowest_kcal_mol=13.57 multiplicity=5 charge=+3 fmax_ha_per_bohr=0.011
H 3.760 0.530 -3.115 -0.014 0.002 0.011 0.000
F 0.437 5.719 2.537 -0.004 -0.003 0.001 0.000
F 0.919 5.195 0.490 0.001 0.011 -0.002 0.008
F -1.128 5.052 1.193 0.003 0.008 -0.006 0.010
Ru -0.399 0.120 -0.308 0.143 0.036 0.401 2.288
H 1.351 1.468 4.518 -0.003 -0.001 -0.001 0.006
S 0.859 -1.694 -0.182 0.181 -0.307 -0.012 0.309
C 3.868 -3.484 -2.216 0.019 -0.027 -0.009 0.002
H -3.133 -3.251 -2.339 -0.004 -0.014 0.003 0.001
C 0.811 3.103 3.224 0.013 -0.038 0.010 -0.003
I -0.700 -3.166 -3.451 -0.031 -0.011 -0.005 0.013
H 3.474 -0.956 -4.029 -0.016 -0.019 0.007 0.000
H 3.699 -3.143 -3.231 -0.018 -0.004 0.002 0.001
C 1.018 1.767 3.532 -0.011 0.014 -0.038 0.146
H 1.776 -0.031 -2.143 -0.012 0.028 -0.026 -0.001
C 2.197 -1.792 -1.373 0.017 0.137 -0.041 0.033
C 0.786 0.778 2.559 0.046 -0.048 0.052 0.068
N 2.451 -0.778 -2.170 0.003 -0.043 0.053 0.006
H -4.280 -1.369 -3.091 -0.003 -0.005 0.003 0.001
C 0.188 2.424 1.010 0.081 -0.020 0.047 0.081
H -3.732 0.249 -2.806 0.006 0.006 0.000 0.000
H 0.927 -0.273 2.779 -0.007 -0.006 -0.005 0.002
H 4.518 -0.964 -2.579 -0.005 0.003 0.015 0.000
H 0.980 3.877 3.964 -0.002 -0.005 0.002 -0.002
H 4.868 -3.219 -1.881 -0.002 0.025 0.010 0.001
C -2.497 -1.211 -2.157 0.227 -0.160 -0.005 0.016
S -0.276 2.594 -0.622 -0.026 0.057 -0.015 0.650
N -3.579 -0.748 -2.707 0.002 0.020 -0.085 0.026
C 3.627 -0.545 -3.034 0.017 0.015 -0.040 0.002
H -1.922 -2.947 -1.073 0.023 -0.017 -0.012 0.001
C 0.150 4.907 1.542 0.001 -0.021 0.006 0.007
H 2.562 -3.551 -0.559 -0.002 -0.013 -0.005 0.002
N 0.386 1.106 1.345 -0.167 0.150 -0.200 0.057
C -2.254 -2.673 -2.071 -0.015 0.011 0.042 0.005
H 3.765 -4.565 -2.192 -0.016 -0.002 0.012 0.000
C 0.389 3.450 1.946 0.001 0.039 -0.017 0.125
O -1.623 -0.366 -1.716 -0.457 0.275 -0.173 0.111
N 2.842 -2.930 -1.307 0.032 -0.075 0.017 0.027

[6]
31
Properties=species:S:1:pos:R:3:forces:R:3:mulliken_charge:R:1 method="wB97M-V/def2-TZVPD" homo_lumo_gap_ev=10.92 smiles="CC(=O)OCCC[C@H](C#N)[C@H](C#N)CCF" fmax_ha_per_bohr=0.101
H 0.681 1.192 0.992 -0.710 -0.102 -0.247 0.366
C -0.017 1.200 -1.089 0.336 -2.348 0.092 0.289
H 1.398 1.259 -2.721 0.230 -0.178 0.505 0.399
H -3.383 -2.941 0.215 0.222 -0.231 0.454 0.231
C 3.959 1.305 -1.602 -0.973 0.664 0.941 -0.392
C -0.965 0.340 -1.920 2.739 3.487 2.661 0.035
H -1.621 1.917 1.248 -0.203 -0.657 -0.164 0.374
O -2.578 -1.033 2.309 0.629 -0.322 -0.741 -0.425
C 1.427 0.890 -1.674 -0.271 0.083 -0.509 -0.136
C -0.093 0.675 0.384 -0.643 -0.245 -0.078 -0.859
C 1.630 -0.616 -1.773 -0.515 4.515 0.577 0.098
H 2.642 1.254 0.139 -0.015 0.156 -0.631 0.320
C -1.525 0.833 0.999 1.058 0.701 0.500 -0.648
H -2.020 0.761 3.098 0.032 -0.716 -0.322 0.397
O -0.911 -2.432 1.676 1.534 0.583 -0.032 -0.514
H 3.820 0.678 -2.503 0.374 0.134 0.547 0.307
H -4.020 -3.193 1.875 0.501 0.269 -0.472 0.321
H -0.254 2.275 -1.163 0.065 -0.543 -0.119 0.471
F 4.759 0.668 -0.649 -0.049 0.042 -0.726 -0.312
C -3.098 -3.200 1.251 -0.761 0.518 0.950 -0.990
H -2.337 0.612 0.283 0.449 -0.244 0.392 0.436
H -2.699 -4.227 1.334 0.134 0.765 -0.328 0.309
H 0.165 -0.405 0.439 -0.044 0.581 -0.407 0.351
H -0.623 -0.244 2.692 -0.605 -0.355 -0.243 0.384
N 1.576 -1.739 -1.717 0.232 -3.050 -0.078 -0.464
C -1.633 0.041 2.346 -0.120 1.823 0.311 -0.669
H 4.430 2.272 -1.856 0.035 -0.611 -0.042 0.293
C -2.064 -2.167 1.760 -1.822 -1.686 -0.199 0.771
N -1.646 -0.282 -2.559 -2.206 -2.033 -1.970 -0.472
C 2.572 1.605 -0.909 0.616 -0.438 -0.620 -0.673
H 2.425 2.701 -0.902 -0.251 -0.564 0.003 0.401